{"formula": "C52H51AgF4N6O2S", "method": "ωB97M-V with the def2-TZVPD basis set", "species": ["Ag", "C", "C", "C", "C", "C", "C", "C", "N", "C", "C", "C", "C", "C", "C", "O", "C", "C", "C", "C", "C", "C", "C", "C", "C", "O", "C", "C", "C", "C", "C", "C", "H", "H", "H", "H", "H", "H", "H", "H", "H", "H", "H", "H", "H", "H", "H", "H", "H", "H", "H", "H", "H", "H", "H", "H", "H", "H", "H", "H", "H", "H", "H", "H", "H", "H", "H", "H", "H", "H", "H", "H", "F", "C", "C", "F", "C", "C", "C", "F", "C", "C", "C", "N", "C", "N", "F", "C", "C", "N", "C", "N", "N", "S", "C", "C", "C", "C", "C", "C", "C", "C", "C", "C", "C", "C", "H", "H", "H", "H", "H", "H", "H", "H", "H", "H", "H"], "positions_angstrom": [[-0.598, 0.135, -0.175], [6.346, 1.942, -2.279], [5.841, 0.678, -2.988], [6.279, 0.747, -4.454], [6.488, -0.572, -2.368], [4.334, 0.537, -2.807], [3.818, 0.500, -1.540], [2.459, 0.202, -1.286], [1.882, 0.074, -0.098], [2.388, -0.040, 1.122], [3.721, -0.380, 1.450], [4.179, -0.351, 2.740], [3.242, -0.110, 3.771], [1.904, 0.078, 3.568], [1.413, 0.192, 2.214], [0.241, 0.528, 1.943], [0.999, 0.171, 4.796], [1.179, -1.107, 5.632], [1.411, 1.397, 5.625], [-0.490, 0.304, 4.473], [5.658, -0.552, 3.045], [6.440, 0.582, 2.364], [6.134, -1.906, 2.502], [5.968, -0.506, 4.546], [1.552, 0.052, -2.437], [0.356, -0.280, -2.254], [2.096, 0.241, -3.761], [3.444, 0.406, -3.903], [1.125, 0.219, -4.934], [0.025, 1.263, -4.668], [1.791, 0.576, -6.265], [0.527, -1.190, -5.058], [7.422, 2.036, -2.409], [6.138, 1.922, -1.213], [5.869, 2.825, -2.698], [7.364, 0.839, -4.497], [5.849, 1.610, -4.958], [6.000, -0.159, -4.988], [7.567, -0.549, -2.503], [6.099, -1.467, -2.850], [6.276, -0.645, -1.306], [4.452, 0.725, -0.700], [4.368, -0.703, 0.652], [3.599, -0.125, 4.786], [2.200, -1.221, 5.985], [0.922, -1.980, 5.038], [0.525, -1.081, 6.501], [2.435, 1.318, 5.980], [0.761, 1.498, 6.492], [1.324, 2.299, 5.024], [-0.828, -0.523, 3.853], [-0.693, 1.234, 3.950], [-1.060, 0.295, 5.400], [6.323, 0.549, 1.284], [7.500, 0.497, 2.594], [6.088, 1.549, 2.718], [6.032, -1.962, 1.422], [5.556, -2.713, 2.944], [7.183, -2.057, 2.751], [5.702, 0.459, 4.974], [7.036, -0.650, 4.701], [5.447, -1.298, 5.080], [3.853, 0.475, -4.896], [0.469, 2.255, -4.589], [-0.504, 1.046, -3.744], [-0.694, 1.267, -5.485], [2.263, 1.554, -6.215], [1.034, 0.607, -7.047], [2.536, -0.164, -6.547], [0.119, -1.509, -4.105], [1.292, -1.907, -5.349], [-0.260, -1.205, -5.808], [-2.915, 0.361, -1.398], [-3.208, 0.176, -2.710], [-3.773, 1.232, -3.366], [-3.966, 2.364, -2.669], [-4.138, 1.187, -4.737], [-3.848, -0.057, -5.365], [-3.268, -1.110, -4.707], [-3.048, -2.234, -5.402], [-2.893, -1.052, -3.338], [-2.177, -2.085, -2.682], [-1.758, -1.948, -1.377], [-1.405, -1.788, -0.273], [-1.786, -3.267, -3.343], [-1.453, -4.240, -3.851], [-4.141, -0.208, -6.664], [-4.725, 2.273, -5.400], [-5.047, 3.472, -4.750], [-5.346, 4.465, -4.251], [-5.053, 2.284, -6.763], [-5.342, 2.366, -7.872], [-0.906, 2.327, -0.234], [-1.713, 2.735, 1.070], [-3.452, 2.895, 0.573], [-4.278, 1.832, 0.902], [-5.588, 1.818, 0.456], [-6.065, 2.871, -0.308], [-5.236, 3.934, -0.629], [-3.920, 3.943, -0.199], [-1.333, 4.499, 1.322], [-2.189, 5.336, 2.017], [-1.816, 6.653, 2.228], [-0.594, 7.114, 1.765], [0.260, 6.265, 1.081], [-0.108, 4.948, 0.863], [-1.159, 2.883, -1.046], [-3.879, 1.015, 1.486], [-6.228, 0.982, 0.698], [-7.085, 2.859, -0.662], [-5.604, 4.741, -1.243], [-3.267, 4.758, -0.477], [-3.141, 4.975, 2.375], [-2.478, 7.318, 2.761], [-0.306, 8.139, 1.942], [1.214, 6.621, 0.724], [0.538, 4.262, 0.336]], "atomic_forces_ev_per_a": [[0.657, 0.653, 0.179], [-0.051, -0.180, -0.118], [0.149, 0.017, 0.065], [-0.125, 0.001, 0.256], [0.026, 0.183, -0.136], [0.053, 0.077, 0.503], [0.320, -0.029, -0.340], [-0.112, -0.126, -0.426], [-0.146, 0.040, 0.452], [-0.358, 0.024, -0.253], [0.617, 0.023, 0.493], [0.153, -0.078, -0.780], [-0.732, 0.130, -0.090], [0.231, -0.003, 0.395], [-0.231, 0.096, -0.559], [0.344, -0.121, 0.393], [-0.070, 0.070, 0.187], [-0.041, 0.169, -0.079], [-0.078, -0.150, -0.085], [0.026, 0.029, 0.054], [0.217, -0.070, -0.050], [-0.016, -0.146, 0.155], [-0.050, 0.163, 0.096], [-0.052, -0.010, -0.257], [0.177, -0.126, 0.541], [-0.142, -0.112, -0.360], [0.029, 0.017, -0.187], [-0.361, -0.037, 0.080], [-0.031, -0.044, -0.026], [0.018, -0.114, 0.022], [-0.073, -0.047, 0.283], [0.011, 0.125, 0.086], [0.168, 0.032, 0.008], [-0.016, -0.004, 0.150], [-0.040, 0.125, -0.046], [0.049, 0.001, -0.023], [-0.054, 0.067, -0.112], [-0.036, -0.052, -0.129], [0.190, -0.011, 0.002], [-0.011, -0.128, -0.030], [-0.029, 0.002, 0.178], [0.128, -0.025, 0.097], [0.163, 0.042, -0.072], [0.010, -0.023, 0.150], [0.139, -0.044, 0.044], [-0.022, -0.139, -0.050], [-0.094, 0.021, 0.127], [0.155, 0.015, 0.046], [-0.093, 0.013, 0.140], [0.004, 0.140, -0.049], [-0.120, 0.005, -0.049], [-0.115, -0.026, -0.024], [0.009, -0.025, 0.185], [-0.032, 0.001, -0.161], [0.182, -0.001, 0.008], [-0.027, 0.118, 0.008], [-0.024, -0.033, -0.150], [-0.054, -0.131, 0.029], [0.139, -0.033, -0.008], [-0.052, 0.045, 0.111], [0.076, -0.010, -0.023], [-0.057, -0.029, 0.121], [0.051, 0.055, -0.190], [-0.014, 0.108, -0.040], [-0.012, 0.022, 0.017], [-0.093, 0.034, -0.235], [0.104, 0.143, -0.041], [-0.051, -0.029, -0.077], [0.110, -0.060, -0.072], [-0.053, -0.029, 0.006], [0.074, -0.057, -0.078], [-0.140, -0.024, -0.187], [-0.624, -0.261, -1.328], [-0.379, 1.676, 0.868], [0.536, -0.210, 1.530], [0.126, -0.653, -0.458], [-0.676, 1.358, -0.865], [0.544, -1.459, -0.368], [-0.622, 0.277, -1.549], [-0.088, 0.544, 0.359], [1.131, -1.609, 0.975], [-1.338, 1.781, -1.709], [0.721, 0.167, 2.394], [-0.810, -1.193, -0.991], [0.154, -0.502, -0.282], [0.096, -0.248, -0.044], [0.099, 0.065, 0.592], [0.952, -1.726, 1.008], [-0.246, 0.988, 0.716], [-0.011, 0.026, -0.044], [-0.211, -0.195, -1.079], [-0.013, 0.012, -0.033], [0.172, -0.102, 0.272], [-0.396, 0.983, -0.755], [0.320, -0.059, 0.374], [0.161, 0.005, 0.075], [-0.055, -0.052, -0.050], [-0.045, -0.050, 0.068], [0.032, 0.044, -0.022], [-0.047, 0.098, -0.053], [-0.093, -0.430, 0.162], [-0.008, 0.085, 0.107], [-0.053, -0.065, 0.072], [0.055, 0.093, -0.019], [-0.034, 0.034, 0.058], [0.009, -0.175, -0.108], [-0.102, 0.081, 0.012], [-0.004, -0.128, 0.112], [-0.061, -0.028, 0.030], [-0.106, 0.024, -0.027], [-0.029, 0.089, -0.079], [0.056, 0.092, 0.002], [-0.096, -0.026, 0.048], [-0.065, 0.059, 0.042], [0.024, 0.117, 0.002], [0.079, 0.034, -0.035], [0.073, -0.057, -0.049]], "spin_multiplicity": 1, "molar_mass_g_mol": 1007.95, "energy_ha": -3435.5385, "largest_force_ev_per_a": 2.81, "gap_ev": [3.10, 3.10], "relative_energy_kj_mol": 94.20}